Record 1
59
Properties=species:S:1:pos:R:3:forces:R:3:lowdin_charge:R:1 method="wB97M-V/def2-TZVPD" homo_lumo_gap_ev="6.1394 / 6.1412" charge=+3 e_lumo_ev="-10.69 / -10.69" spin_multiplicity=1 homo_energy_ev="-16.831 / -16.831" e_above_lowest_kcal_mol=78.4
Ce 0.3379 -0.0557 0.1041 -0.9 -0.4 0.2 1.449
N -1.5483 -5.0077 0.7475 1.0 -1.2 -0.5 0.180
C -0.7938 -4.1313 0.1791 -0.2 0.3 0.3 0.019
N -1.2254 -2.8896 0.0204 0.1 0.4 0.1 -0.009
C -2.5537 -2.4178 0.3205 0.0 0.2 0.1 -0.126
N -2.9725 -1.2201 0.1111 0.1 -0.6 0.1 0.147
N -2.1062 -0.2960 -0.4637 0.4 -0.5 0.4 -0.054
C -2.6317 0.5015 -1.3164 -0.3 -0.3 -0.2 -0.004
C -1.7845 1.3664 -2.0716 -0.1 0.1 -0.2 -0.207
C -2.2451 2.0870 -3.0921 0.4 0.2 -0.8 0.080
C -1.3343 2.8214 -3.9708 -0.6 0.2 0.0 0.005
C -0.0279 2.8176 -3.7583 0.2 0.2 -0.2 0.018
C 0.5967 2.0152 -2.6770 0.4 -0.1 -0.2 -0.141
N -0.3834 1.2791 -1.8114 0.2 0.0 0.5 -0.107
C -3.3967 -3.4702 0.9469 0.2 -0.4 -0.1 -0.056
C -4.7283 -3.3017 1.3268 -0.1 -0.5 0.5 0.036
C -5.3989 -4.3177 2.0517 -0.5 1.5 -0.8 -0.010
C -4.7743 -5.4970 2.3689 0.6 -0.8 0.1 -0.013
C -3.4829 -5.7364 1.8964 -0.3 -0.6 0.1 0.027
C -2.8320 -4.7465 1.1956 -0.6 0.7 0.2 -0.168
H -1.1863 -5.9575 0.8137 -0.2 0.1 0.1 0.201
H 0.2312 -4.2940 -0.1149 0.0 -0.4 0.0 0.190
H -3.6872 0.4582 -1.5862 0.0 0.0 0.3 0.167
H -3.2938 2.0765 -3.3354 -0.2 0.0 0.1 0.144
H -1.7572 3.3802 -4.8024 0.1 -0.1 0.2 0.140
H 0.6418 3.4049 -4.3666 0.1 0.0 -0.2 0.134
H 1.4095 1.3757 -3.0848 -0.5 0.1 0.2 0.188
H -5.2304 -2.3808 1.0821 -0.1 0.1 0.1 0.125
H -6.4532 -4.1570 2.3166 0.6 0.0 0.0 0.139
H -5.2723 -6.2572 2.9719 0.1 0.2 -0.3 0.139
H -2.9909 -6.7129 2.0260 -0.3 0.5 0.1 0.144
F 5.3748 -0.7012 0.1261 -0.5 -0.5 -0.2 0.245
C 4.1568 -0.2789 -0.0520 0.0 -0.1 1.7 -0.656
F 3.3746 -1.0613 -0.8032 0.3 -0.5 -0.1 0.154
F 4.1557 0.9057 -0.5746 0.7 1.2 -1.1 0.187
S 3.1754 0.0827 1.5554 0.4 -1.0 -0.6 0.711
O 2.1966 0.9165 0.8029 -0.9 0.6 0.1 -0.441
O 3.8741 0.8139 2.5224 0.7 0.0 0.9 -0.153
N 2.5044 -1.3287 1.8960 0.7 0.3 -0.4 -0.415
S 1.2163 -1.6233 2.7789 -1.1 2.1 -1.1 1.154
O -0.1673 -2.0602 -0.2029 -0.5 0.1 -0.5 -0.282
O 0.1425 -0.5044 2.2153 0.7 -1.5 0.7 -0.563
C 1.3382 -0.8864 4.5118 0.4 -0.5 -1.1 -0.772
F 0.1469 -1.1984 4.9329 -0.9 0.2 0.9 0.182
F 1.5605 0.4037 4.5058 0.1 -0.4 0.3 0.210
F 2.2550 -1.6100 5.1027 0.4 0.5 0.5 0.196
N 0.0602 2.0981 -0.6531 0.2 0.7 -0.6 0.059
C 0.9801 2.7326 -1.4107 -0.2 -0.7 0.3 -0.121
C 2.0157 3.6207 -1.1348 0.4 0.2 -0.4 -0.167
C 2.2562 4.2111 0.1155 0.7 1.2 -0.1 0.040
C 3.1727 5.2678 0.1922 -0.3 -0.7 -0.7 0.005
C 3.9044 5.6312 -0.9516 -0.2 0.3 -0.2 0.024
C 3.7790 4.9316 -2.1591 -0.2 0.1 0.8 -0.015
C 2.8234 3.9622 -2.2505 -0.2 -0.1 0.0 0.013
H 1.6981 3.9175 0.9797 -0.3 -0.1 0.3 0.126
H 3.2939 5.8299 1.1006 0.0 0.0 0.2 0.124
H 4.5366 6.5224 -0.9818 0.0 -0.4 0.5 0.139
H 4.3912 5.1908 -2.9926 0.2 0.2 -0.5 0.124
H 2.6582 3.4776 -3.1988 0.0 -0.1 -0.1 0.118

=====

Record 2
59
Properties=species:S:1:pos:R:3:forces:R:3:lowdin_charge:R:1 method="wB97M-V/def2-TZVPD" homo_lumo_gap_ev="7.3410 / 8.1640" s2=0.75 charge=+2 e_lumo_ev="-6.71 / -6.71" spin_multiplicity=2 homo_energy_ev="-14.050 / -14.870" e_above_lowest_kcal_mol=37.7
Ru -0.8774 0.3373 0.0553 -3.3 0.8 0.8 1.260
O -0.2323 -3.8342 -0.0019 0.0 0.1 0.1 0.220
C -0.0495 -2.5475 0.1099 -0.2 -0.3 -0.1 -0.430
O -0.9690 -1.7479 0.2493 0.3 -0.3 -0.1 -0.002
C 1.3848 -2.1496 0.0440 0.1 0.1 -0.1 -0.061
O 1.4356 -0.7627 0.3029 0.2 0.6 0.2 -0.220
C 2.4188 -0.3410 1.1646 0.2 -0.1 -0.1 0.032
C 0.5573 -0.0683 3.5237 0.0 0.1 0.0 -0.381
O 1.1604 -0.5496 4.3753 -0.1 0.0 -0.1 0.272
O -0.0638 0.4255 2.6603 0.5 -0.3 0.7 0.106
H -1.1763 -4.0644 0.0357 0.0 0.0 0.0 0.168
H 1.7626 -2.3751 -0.9567 0.0 0.1 0.0 0.170
H 1.9680 -2.7231 0.7658 -0.1 0.0 0.1 0.161
H 2.5530 0.7285 1.1869 0.0 0.0 0.0 0.082
H 3.2078 -1.0354 1.4171 0.0 0.0 0.0 0.095
C -3.7597 -1.7678 -1.2864 0.0 0.0 0.0 -0.058
C -3.9821 -1.1113 0.0728 -0.1 0.0 0.0 -0.374
C -5.4688 -0.7836 0.2837 0.0 0.0 0.1 -0.027
C -3.2003 0.1613 0.2779 0.4 -0.5 0.5 -0.252
C -2.8703 0.5770 1.6084 -0.3 -0.5 0.0 -0.028
C -2.2125 1.7443 1.8461 0.2 0.3 0.1 -0.046
C -1.8018 2.5848 0.7734 0.5 0.1 0.0 -0.287
C -1.1194 3.8878 1.0613 0.0 0.0 0.0 -0.010
C -2.1579 2.2164 -0.5139 0.3 0.1 -0.3 -0.072
C -2.8572 1.0078 -0.7625 0.4 0.3 -0.4 -0.082
H -4.1650 -2.7794 -1.2747 0.0 0.0 0.0 0.099
H -2.7006 -1.8300 -1.5365 0.0 0.0 0.0 0.054
H -4.2788 -1.2279 -2.0818 0.0 0.0 0.0 0.092
H -3.6744 -1.8084 0.8561 0.0 0.0 0.0 0.139
H -5.8189 -0.0797 -0.4740 0.0 0.0 0.0 0.097
H -5.6561 -0.3491 1.2666 0.0 0.0 0.0 0.090
H -6.0609 -1.6944 0.2012 0.0 0.0 0.0 0.098
H -3.1656 -0.0566 2.4364 0.0 0.0 0.0 0.148
H -1.9984 2.0473 2.8621 0.1 0.0 0.0 0.140
H -0.3008 3.7627 1.7703 0.0 0.0 0.0 0.098
H -1.8373 4.5726 1.5184 0.0 0.0 0.0 0.111
H -0.7405 4.3555 0.1545 0.0 0.0 0.0 0.084
H -1.9182 2.8828 -1.3331 0.0 -0.1 -0.1 0.131
H -3.1481 0.7658 -1.7755 0.1 -0.1 0.0 0.131
C 1.5555 2.0417 -1.3516 0.1 -0.1 -0.2 -0.027
N 0.7354 1.9304 -2.5549 -0.1 0.5 0.3 -0.113
C 0.4934 3.2020 -3.2510 0.0 -0.1 0.0 -0.024
C -0.0461 0.8547 -2.7546 -0.1 -0.4 -0.1 -0.445
O -0.3458 0.0260 -1.8169 0.8 -0.2 -1.1 -0.142
N -0.4930 0.5917 -3.9898 0.1 -0.1 -0.1 -0.107
C -1.5580 -0.3829 -4.2178 0.1 0.1 0.0 -0.003
C 0.2281 0.9860 -5.2047 -0.1 0.0 0.0 -0.011
H 2.2021 2.9082 -1.4631 0.1 0.0 -0.1 0.109
H 2.1736 1.1561 -1.2288 0.0 0.0 0.0 0.088
H 0.9589 2.1842 -0.4484 -0.1 0.1 0.1 0.061
H 0.2695 3.9725 -2.5112 0.0 0.0 0.0 0.093
H -0.3512 3.1164 -3.9264 0.0 0.0 0.0 0.092
H 1.3704 3.5173 -3.8145 0.0 0.0 0.0 0.106
H -1.9958 -0.6861 -3.2761 0.0 0.0 0.0 0.052
H -1.1592 -1.2635 -4.7225 0.0 0.0 0.0 0.108
H -2.3220 0.0623 -4.8556 0.0 0.0 0.0 0.109
H 1.1750 1.4522 -4.9581 0.0 0.0 0.0 0.093
H -0.3688 1.6627 -5.8157 0.0 0.0 0.0 0.106
H 0.4291 0.0877 -5.7879 0.0 0.0 0.0 0.104

=====

Record 3
25
Properties=species:S:1:pos:R:3:forces:R:3:nbo_charge:R:1 method="wB97M-V/def2-TZVPD" homo_lumo_gap_ev=8.6606 smiles="NC(=O)N[C@H]1C=NC[NH+]=C1c1cn[nH]n1" charge=+1 e_lumo_ev=-5.01 spin_multiplicity=1 homo_energy_ev=-13.668 e_above_lowest_kcal_mol=0.0
C 1.2017 2.1143 -0.3358 -0.5 -0.5 -0.3 -0.001
C 0.1436 1.3003 -0.8262 0.4 1.3 -0.2 -0.065
C -0.1120 -2.3040 0.2869 0.3 0.3 -0.2 0.123
C 0.9992 0.0914 2.0971 0.0 -0.1 -0.2 0.777
C -1.7555 -1.8601 -1.3006 -0.3 -0.4 -0.4 -0.103
C 0.7519 -1.1121 -0.1211 -0.1 -0.3 0.2 -0.193
C -0.1233 -0.1038 -0.8254 -0.7 -0.3 -0.1 0.432
N 0.9434 3.3507 -0.6906 0.7 0.8 0.3 -0.189
N -0.7134 2.1256 -1.4668 -0.3 -0.6 -0.1 -0.190
N -1.1990 -2.6098 -0.2429 -0.3 -0.7 0.3 -0.348
N -0.1880 3.2987 -1.3499 -0.2 -0.5 0.0 -0.088
N 1.5086 -0.5871 0.9784 0.3 -0.1 -0.2 -0.651
N -0.2172 -0.3169 2.5464 -0.3 0.0 0.0 -0.843
N -1.2121 -0.5141 -1.4122 0.4 0.6 0.3 -0.442
O 1.6293 0.9973 2.5786 0.2 0.2 0.2 -0.599
H 2.0665 1.8750 0.2439 0.2 0.0 0.2 0.257
H 0.2838 -2.9265 1.0770 0.2 -0.1 0.2 0.222
H -1.5986 -2.4140 -2.2367 0.0 0.2 0.1 0.243
H -2.8377 -1.7864 -1.1392 0.2 0.2 -0.1 0.242
H 1.4646 -1.5140 -0.8564 -0.1 0.1 0.0 0.282
H -0.6197 4.1284 -1.7421 0.0 -0.1 0.1 0.439
H 2.4472 -0.2797 0.7674 -0.1 0.0 0.1 0.420
H -0.4896 0.0724 3.4373 0.0 0.0 -0.1 0.428
H -1.8055 0.2121 -1.8137 0.1 -0.1 0.0 0.452
H -0.5684 -1.2379 2.3467 0.1 0.0 0.1 0.395

=====

Record 4
110
Properties=species:S:1:pos:R:3:forces:R:3:lowdin_charge:R:1 method="wB97M-V/def2-TZVPD" homo_lumo_gap_ev="5.0364 / 5.0737" charge=-1 e_lumo_ev="2.31 / 2.28" spin_multiplicity=1 homo_energy_ev="-2.727 / -2.799" e_above_lowest_kcal_mol=126.8
Sr -0.6931 -0.2157 -1.9376 4.5 -6.4 10.7 1.334
C -1.1722 -1.6820 -4.9300 0.0 -0.4 -0.1 -0.041
C -1.2365 -0.3919 -4.1900 0.5 -0.4 -3.0 -0.457
C -2.3932 -0.0560 -3.4778 -3.1 -0.5 -1.1 -0.225
C -2.4452 1.1215 -2.7589 -2.1 2.3 -0.9 -0.454
C -3.6994 1.5263 -2.0430 -0.2 -0.1 0.1 -0.030
C -1.3378 1.9135 -2.6742 -1.6 2.5 -0.1 -0.193
C -0.1513 1.5588 -3.3270 2.1 2.0 -1.3 -0.455
C 1.0431 2.4590 -3.2231 0.0 0.1 0.0 -0.052
C -0.1374 0.4135 -4.0939 0.4 0.7 -3.3 -0.189
H -0.8052 -2.4735 -4.2644 -0.1 -0.1 -0.1 0.067
H -0.4969 -1.6214 -5.7845 0.0 0.0 0.0 0.084
H -2.1588 -1.9818 -5.2888 0.0 0.0 0.0 0.081
H -3.2816 -0.6689 -3.5735 0.0 0.0 0.0 0.117
H -3.5019 1.6763 -0.9783 0.0 0.0 0.0 0.078
H -4.4750 0.7675 -2.1505 0.0 0.0 0.1 0.078
H -4.0877 2.4637 -2.4464 0.0 0.0 0.0 0.087
H -1.3813 2.8309 -2.0990 0.0 0.0 0.1 0.134
H 1.3206 2.6175 -2.1756 0.1 0.1 0.0 0.071
H 0.8278 3.4446 -3.6539 0.0 0.0 0.0 0.081
H 1.9031 2.0418 -3.7476 0.0 0.0 0.0 0.077
H 0.7618 0.1472 -4.6394 0.1 -0.1 0.1 0.141
C -4.1911 -3.1654 2.4225 0.1 0.1 0.0 -0.113
C -3.9823 -1.6586 2.2405 0.2 -0.1 -0.1 -0.709
C -4.2357 -1.3221 0.7592 0.2 0.1 0.1 -0.125
C -4.9819 -0.8788 3.0942 0.1 0.0 0.0 -0.095
P -2.1206 -1.3189 2.4699 -0.3 0.3 0.5 1.144
C -2.1930 0.5571 2.5965 0.1 -0.3 -0.2 -0.313
N -0.8961 1.1721 2.4460 -0.1 0.0 0.2 -0.073
B 0.0653 0.8998 1.3748 -0.4 0.0 -1.0 -0.363
N 1.2283 1.6616 1.8432 0.1 0.0 0.1 -0.069
C 2.5509 1.5967 1.2564 0.1 -0.4 -0.1 -0.305
P 3.0847 -0.2109 1.1387 0.3 0.4 0.1 1.166
C 4.2918 -0.1608 -0.3316 -0.2 -0.1 0.1 -0.698
C 3.4328 0.3234 -1.5143 0.0 0.0 0.2 -0.138
C 5.5529 0.7054 -0.2721 -0.1 0.0 0.0 -0.101
C 4.6208 -1.6344 -0.6058 0.0 0.1 0.1 -0.117
C 4.0842 -0.4926 2.7536 -0.1 -0.2 -0.2 -0.693
C 5.5794 -0.1901 2.7582 -0.1 0.0 0.0 -0.106
C 3.8586 -1.9878 3.0310 0.0 0.1 0.0 -0.132
C 3.4197 0.2980 3.8835 0.0 -0.1 -0.1 -0.100
C 0.9344 2.3917 2.9739 -0.2 0.1 0.1 -0.208
C 1.6605 3.3276 3.6935 0.1 0.0 -0.1 -0.046
C 1.0741 3.9386 4.8026 0.0 0.0 0.0 -0.132
C -0.2162 3.6149 5.1894 0.0 0.1 0.1 -0.135
C -0.9636 2.6814 4.4707 -0.1 -0.1 -0.1 -0.045
C -0.3973 2.0779 3.3582 0.2 0.1 0.1 -0.209
C -1.6248 -1.8366 4.2363 0.1 -0.1 -0.3 -0.691
C -1.3230 -3.3413 4.1701 -0.1 0.1 0.0 -0.114
C -0.2842 -1.1154 4.4633 -0.1 0.0 -0.1 -0.103
C -2.5757 -1.5243 5.3867 0.1 0.0 -0.1 -0.095
H -5.1419 -3.4784 1.9801 0.0 0.0 0.0 0.078
H -4.2083 -3.4399 3.4776 0.0 0.0 0.0 0.061
H -3.3864 -3.7121 1.9252 -0.1 -0.1 0.0 0.072
H -5.1492 -1.8106 0.4101 0.0 0.0 0.0 0.080
H -3.3874 -1.6445 0.1469 -0.2 -0.1 -0.1 0.056
H -4.3526 -0.2452 0.6217 0.0 0.0 -0.1 0.059
H -6.0007 -1.1199 2.7705 0.0 0.0 0.0 0.081
H -4.8402 0.1969 2.9799 -0.1 0.0 0.0 0.069
H -4.9021 -1.1254 4.1515 0.0 0.0 0.0 0.056
H -2.6604 0.8763 3.5298 -0.1 0.0 0.0 0.069
H -2.8332 0.8496 1.7560 -0.1 0.1 0.1 0.069
H 3.2627 2.2014 1.8200 0.0 0.1 -0.1 0.076
H 2.4978 1.9564 0.2270 0.1 0.1 0.1 0.061
H 3.3845 1.4133 -1.5421 -0.1 0.0 0.0 0.059
H 2.4273 -0.1054 -1.4370 0.0 0.0 -0.2 0.039
H 3.8884 -0.0129 -2.4502 0.0 0.0 0.0 0.086
H 5.3435 1.6786 0.1772 0.0 0.0 0.0 0.073
H 5.9096 0.8816 -1.2925 0.0 0.0 0.0 0.077
H 6.3656 0.2345 0.2766 0.0 0.0 0.0 0.054
H 3.6800 -2.1706 -0.7561 0.1 -0.1 0.0 0.054
H 5.1743 -2.0893 0.2188 0.0 0.0 0.0 0.059
H 5.2276 -1.7318 -1.5118 0.0 0.0 0.0 0.080
H 6.1260 -0.8605 2.0944 0.0 0.0 0.0 0.063
H 5.9705 -0.3314 3.7720 0.0 0.0 0.0 0.080
H 5.7802 0.8413 2.4666 0.0 0.0 0.0 0.070
H 4.2593 -2.6023 2.2231 0.0 -0.1 0.0 0.060
H 2.7879 -2.1876 3.0912 0.0 -0.1 0.1 0.060
H 4.3352 -2.2879 3.9702 0.0 0.0 0.0 0.078
H 3.7599 1.3335 3.9049 -0.1 0.1 0.0 0.070
H 3.6748 -0.1525 4.8479 0.0 0.0 0.0 0.085
H 2.3352 0.2913 3.7829 -0.1 0.0 0.1 0.062
H 2.6662 3.6046 3.4007 0.0 0.0 0.0 0.094
H 1.6357 4.6780 5.3610 0.0 0.0 0.0 0.085
H -0.6569 4.0967 6.0539 0.0 0.0 0.0 0.084
H -1.9793 2.4574 4.7752 0.0 0.0 0.0 0.093
H -0.7590 -3.5566 3.2612 0.1 -0.1 0.0 0.053
H -2.2315 -3.9430 4.1657 0.0 0.0 0.0 0.056
H -0.7223 -3.6468 5.0319 0.0 0.0 0.0 0.079
H 0.2833 -1.0787 3.5295 0.2 0.0 0.1 0.061
H 0.3082 -1.6489 5.2125 0.0 0.0 0.0 0.085
H -0.4376 -0.0975 4.8181 0.1 0.1 -0.1 0.073
H -3.4625 -2.1596 5.3631 0.0 0.0 0.0 0.060
H -2.8922 -0.4798 5.3627 0.0 0.0 0.1 0.069
H -2.0645 -1.6965 6.3392 0.0 0.0 0.0 0.083
C 0.9637 -3.4694 0.7933 -0.1 0.1 -0.4 -0.113
C 0.5973 -3.8549 -0.6496 0.7 -0.4 0.1 -0.762
C 1.5048 -5.0297 -1.0785 -0.1 0.1 0.1 -0.102
C -0.8572 -4.3628 -0.6376 0.2 0.5 -0.3 -0.089
C 0.8387 -2.6816 -1.5853 -1.1 0.4 -0.5 -0.098
H 0.6262 -4.2332 1.5013 0.0 0.0 0.1 0.064
H 0.5018 -2.5015 1.0003 0.0 0.0 0.3 0.039
H 2.0448 -3.3574 0.8840 0.0 0.1 0.1 0.050
H 1.4367 -5.8611 -0.3671 0.1 -0.1 0.0 0.068
H 2.5408 -4.6898 -1.1256 0.1 -0.1 0.0 0.062
H 1.2251 -5.3983 -2.0684 0.0 0.0 0.0 0.065
H -0.9661 -5.2502 -0.0069 0.0 0.0 0.1 0.070
H -1.1857 -4.6193 -1.6488 0.0 0.0 0.0 0.067
H -1.4891 -3.5527 -0.2588 -0.2 -0.2 0.1 0.052
H 0.6046 -3.0913 -2.6011 0.2 -0.1 0.0 -0.054